(i)
A cluster of 2 separate species, C3H4O3S in total. Source: OMol25; level of theory: wB97M-V/def2-TZVPD.

As for the HOMO energy: -9.83 eV.

Geometry as ORCA input:
```
! RIJCOSX wB97M-V def2-TZVPD def2/J DEFGRID3
* xyz 0 1
C 1.45 -0.73 -0.42
C 0.50 0.10 -1.29
C 0.56 0.24 0.13
O -2.54 0.28 0.26
O 0.15 0.65 1.16
O -2.09 0.46 2.66
S -2.13 1.10 1.38
H 1.10 -1.84 -0.11
H 2.46 -0.77 -0.30
H 1.01 0.88 -1.95
H -0.48 -0.38 -1.52
*
```



(ii)
A cluster of 2 separate species, C3H4O3S in total. Source: OMol25; level of theory: wB97M-V/def2-TZVPD.

As for the HOMO energy: -9.67 eV.

Geometry as ORCA input:
```
! RIJCOSX wB97M-V def2-TZVPD def2/J DEFGRID3
* xyz 0 1
C 0.37 -0.29 -0.33
C 1.55 -0.51 -0.29
C -0.94 0.34 -0.13
O 5.36 -0.57 0.87
O 4.24 1.41 0.19
O 2.76 -0.95 -0.10
S 4.80 0.18 -0.25
H -1.37 0.86 -1.00
H -1.01 0.88 0.73
H -1.64 -0.40 -0.05
H 2.94 -1.22 0.80
*
```



The structure shown above that is least stable: (ii).